Entry from the Open Molecules 2025 dataset: C35H42N6O2PPd as an isolated structure (wB97M-V/def2-TZVPD).

```
87
Properties=species:S:1:pos:R:3
Pd -0.8229 -0.0568 0.4932
C -2.5219 3.0374 2.9658
N -2.9613 2.2134 1.8531
C -3.8098 1.0801 2.2047
C -2.4607 2.3384 0.6185
N -2.3155 1.2427 -0.1253
C -2.5354 1.2257 -1.5088
C -3.4678 2.0397 -2.1459
C -3.7497 1.8716 -3.4915
C -3.1295 0.8499 -4.1950
C -2.2061 0.0288 -3.5655
C -1.8621 0.2327 -2.2301
N -0.9961 -0.5896 -1.4636
C -0.4713 -1.7007 -1.9892
N -0.5976 -2.8588 -1.3242
C 0.3130 -3.9852 -1.4607
C -1.6585 -3.0535 -0.3407
N 0.1757 -1.6837 -3.1731
C 0.7745 -0.4624 -3.6818
C 0.1350 -2.7881 -4.1204
N -2.0830 3.5682 0.1899
C -1.1334 3.7300 -0.8976
C -2.8122 4.7712 0.5608
H -2.1934 2.3776 3.7684
H -3.3242 3.6790 3.3371
H -1.6806 3.6574 2.6641
H -4.6096 1.4435 2.8514
H -3.2384 0.3083 2.7222
H -4.2440 0.6606 1.3019
H -4.0005 2.7849 -1.5665
H -4.4759 2.5096 -3.9764
H -3.3761 0.6728 -5.2331
H -1.7798 -0.7931 -4.1244
H -0.1374 -4.7975 -2.0347
H 0.5444 -4.3598 -0.4646
H 1.2394 -3.6701 -1.9308
H -2.4401 -2.3127 -0.4789
H -1.2725 -2.9793 0.6791
H -2.0789 -4.0500 -0.4829
H 0.7990 0.2927 -2.8999
H 0.2054 -0.0673 -4.5258
H 1.7914 -0.6787 -4.0162
H -0.6172 -3.5133 -3.8245
H 1.1039 -3.2848 -4.2081
H -0.1370 -2.3934 -5.1014
H -0.5045 2.8462 -0.9763
H -0.4978 4.5890 -0.6783
H -1.6384 3.8956 -1.8526
H -3.6564 4.5181 1.1948
H -3.1895 5.2551 -0.3438
H -2.1711 5.4806 1.0878
O -1.9594 -1.1901 3.4712
C -0.9334 -0.6328 3.1511
O -0.8717 0.4796 2.4310
C 0.4132 -1.1178 3.6245
C 0.5553 -1.5368 4.9407
C 1.8118 -1.8399 5.4405
C 2.9320 -1.7327 4.6256
C 2.7904 -1.3529 3.3001
C 1.5291 -1.0635 2.7873
P 1.3125 -0.6069 1.0426
C 2.2474 0.9535 0.8906
C 1.6185 2.1433 1.2619
C 2.3184 3.3386 1.2413
C 3.6501 3.3635 0.8502
C 4.2856 2.1827 0.4971
C 3.5908 0.9819 0.5220
C 2.3005 -1.8165 0.1079
C 2.6503 -3.0568 0.6401
C 3.4289 -3.9412 -0.0944
C 3.8596 -3.6021 -1.3685
C 3.4951 -2.3786 -1.9170
C 2.7161 -1.4958 -1.1853
H -0.3262 -1.5988 5.5650
H 1.9219 -2.1476 6.4719
H 3.9151 -1.9524 5.0202
H 3.6653 -1.2912 2.6638
H 0.5897 2.1249 1.5979
H 1.8229 4.2548 1.5377
H 4.1943 4.2983 0.8308
H 5.3281 2.1907 0.2078
H 4.1092 0.0690 0.2584
H 2.3298 -3.3329 1.6356
H 3.7061 -4.8943 0.3367
H 4.4799 -4.2866 -1.9322
H 3.8349 -2.1046 -2.9083
H 2.4643 -0.5300 -1.6062
```

Summary:
Spin multiplicity: 1
HOMO level: -10.0 eV
E_LUMO: -2.7 eV
Frontier orbital gap: 0.267 Eh
E: -2307.034886 hartree
Total charge: +1

Quick look at the Löwdin charges, all values in e: 0.896, -0.038, -0.134, -0.017, -0.393, 0.004, -0.246, -0.033, -0.079, -0.079, -0.035, -0.205, -0.025, -0.391, -0.106, -0.040, -0.029, -0.134, -0.045, -0.029, -0.129, -0.033, -0.038, 0.096, 0.096, 0.090, 0.099, 0.058, 0.094, 0.119, 0.107, 0.107, 0.098, 0.102, 0.094, 0.065, 0.089, 0.082, 0.100, 0.092, 0.093, 0.095, 0.095, 0.097, 0.099, 0.085, 0.096, 0.092, 0.089, 0.098, 0.096, 0.081, -0.594, -0.238, -0.137, -0.001, -0.048, -0.057, -0.082, -0.284, 1.059, -0.323, -0.095, -0.070, -0.067, -0.064, -0.086, -0.346, -0.093, -0.067, -0.069, -0.077, -0.127, 0.126, 0.113, 0.111, 0.113, 0.077, 0.108, 0.110, 0.111, 0.102, 0.111, 0.116, 0.113, 0.112, 0.097

***

Entry from the Open Molecules 2025 dataset: C26H29IN4O5SY as an isolated structure (wB97M-V/def2-TZVPD).

```
67
Properties=species:S:1:pos:R:3
Y 0.3139 0.7896 -0.3442
C -0.4124 3.0247 -4.2560
C -0.6118 1.5506 -4.3956
N -1.3484 1.0841 -5.3686
C -1.5308 -0.2604 -5.4715
C -0.9659 -1.1666 -4.6208
C -1.2136 -2.6297 -4.8456
O -0.0424 -3.3279 -5.2952
C -0.1650 -0.6873 -3.5532
C 0.5581 -1.6221 -2.7025
N 1.0835 -1.2983 -1.5830
C 1.8612 -2.2315 -0.8611
C 1.4635 -3.5460 -0.6526
C 2.2406 -4.4029 0.1121
C 3.4225 -3.9521 0.6829
C 3.8253 -2.6364 0.4917
C 3.0445 -1.7838 -0.2717
I 3.6217 0.2017 -0.5377
C 0.0144 0.6978 -3.4080
O 0.7172 1.2313 -2.4728
H -0.8972 3.5299 -5.0892
H 0.6522 3.2688 -4.2303
H -0.8359 3.3593 -3.3064
H -2.1734 -0.5987 -6.2775
H -2.0259 -2.7435 -5.5679
H -1.5191 -3.1331 -3.9272
H 0.3630 -2.7779 -5.9737
H 0.6999 -2.6329 -3.0935
H 0.5187 -3.8785 -1.0652
H 1.9097 -5.4206 0.2755
H 4.0244 -4.6148 1.2916
H 4.7368 -2.2696 0.9439
C 2.0709 -1.1772 6.3641
O 1.7760 0.2050 6.4236
C 1.5184 0.8364 5.2443
C 1.2452 2.2155 5.3599
C 0.9587 2.9106 4.2190
C 0.9463 2.3148 2.9396
C 0.7744 3.1384 1.7571
C 0.1446 4.5021 1.8221
O 1.1426 2.7525 0.6360
C 1.2005 0.9069 2.8313
O 1.1337 0.2558 1.7323
C 1.5069 0.1977 4.0290
H 2.2821 -1.4883 7.3836
H 2.9414 -1.3689 5.7329
H 1.2202 -1.7449 5.9798
H 1.2666 2.6843 6.3334
H 0.7668 3.9724 4.3023
H -0.3054 4.7416 2.7807
H -0.6272 4.4913 1.0499
H 0.8871 5.2588 1.5601
H 1.6852 -0.8614 3.9203
C -4.3505 -0.0771 1.4475
N -3.6196 1.0700 0.9178
C -2.7651 0.7730 -0.2533
N -3.7008 0.4288 -1.3307
S -1.8393 2.3542 -0.6300
H -4.9342 0.2479 2.3125
H -3.7184 -0.9190 1.7570
H -5.0392 -0.4527 0.6925
H -3.0196 1.4621 1.6331
H -3.1483 0.2661 -2.1673
H -4.2347 1.2739 -1.5198
C -1.7193 -0.3398 -0.0500
H -1.8615 -0.8039 0.9310
H -1.9136 -1.1506 -0.7684
```

Summary:
Spin multiplicity: 1
HOMO level: -4.2 eV
E_LUMO: 2.2 eV
Frontier orbital gap: 0.236 Eh
E: -2337.799731 hartree
Total charge: -1

Quick look at the Löwdin charges, all values in e: 1.153, -0.033, -0.262, 0.110, -0.119, -0.186, -0.213, -0.075, -0.081, -0.050, -0.012, -0.325, -0.019, -0.085, -0.098, -0.152, -0.619, 1.066, -0.323, -0.231, 0.072, 0.080, 0.050, 0.101, 0.110, 0.121, 0.088, 0.128, 0.117, 0.100, 0.098, 0.089, -0.094, -0.085, -0.287, -0.031, -0.041, -0.094, -0.392, -0.009, -0.130, -0.343, -0.210, 0.049, 0.086, 0.092, 0.094, 0.106, 0.101, 0.066, 0.057, 0.093, 0.107, -0.162, -0.130, -1.008, 0.007, 0.488, 0.063, 0.053, 0.060, 0.068, 0.044, 0.054, -0.305, 0.012, 0.022

***

Entry from the Open Molecules 2025 dataset: one molecule with the formula C3H5FO2 in a non-equilibrium geometry (wB97M-V/def2-TZVPD).

```
11
Properties=species:S:1:pos:R:3
C 1.0929 2.1965 -0.0616
C 0.5217 -0.0520 0.0212
C -1.2576 -1.6498 0.1950
O 0.3784 1.1920 0.2525
O -0.0343 -1.0010 0.7422
F 0.9441 -0.5979 -1.1948
H 0.9432 3.0767 0.5147
H 1.8051 2.3114 -0.8678
H -2.0937 -1.0105 0.1278
H -1.4213 -2.3992 1.0018
H -0.8786 -2.0661 -0.7311
```

Summary:
Spin multiplicity: 1
HOMO level (alpha / beta): -7.4 / -7.0 eV
E_LUMO (alpha / beta): 0.9 / 0.7 eV
Frontier orbital gap (alpha / beta): 0.305 / 0.285 Eh
E: -367.470246 hartree
Total charge: 0

Quick look at the Löwdin charges, all values in e: -0.057, -0.432, 0.007, 0.066, -0.036, 0.067, 0.050, 0.071, 0.073, 0.105, 0.085

***

Entry from the Open Molecules 2025 dataset: C9H19Br8Na3O as an isolated structure in a non-equilibrium geometry (wB97M-V/def2-TZVPD).

```
40
Properties=species:S:1:pos:R:3
Na 0.5687 0.2935 -7.6472
Na 4.2606 -3.0182 -4.9901
Na 4.9341 1.7328 -5.3444
C 1.3866 0.6037 -2.2983
O 1.6398 0.0411 -3.5832
H 1.9221 0.1566 -1.4608
H 1.5907 1.6706 -2.3885
H 0.3370 0.6278 -2.0050
Br -4.4959 2.8411 -3.1543
C -5.0584 2.9032 -1.2113
C -6.2141 3.9397 -0.9682
Br -5.2316 5.6717 -1.1048
H -4.1468 3.0042 -0.6224
H -5.3437 1.8944 -0.9132
H -6.6491 3.8421 0.0265
H -6.9931 3.8660 -1.7271
Br 7.4419 2.6629 0.9879
C 6.2072 1.3123 1.6521
C 6.9313 -0.0451 1.8838
Br 5.6982 -1.3663 2.7607
H 5.4820 1.0981 0.8670
H 5.7304 1.7418 2.5331
H 7.7988 -0.1377 2.5371
H 7.2548 -0.4271 0.9155
Br -5.3535 -4.0400 -1.9329
C -3.8734 -5.3175 -1.1719
C -2.5351 -4.6711 -1.5767
Br -1.2194 -5.8736 -0.5861
H -3.9367 -6.3103 -1.6174
H -3.9132 -5.4449 -0.0901
H -2.4682 -3.6570 -1.1826
H -2.2890 -4.7774 -2.6332
Br 1.9041 1.8501 5.3833
C 0.7495 0.5588 4.3435
C -0.6646 0.6800 4.7686
Br -1.6630 -0.3924 3.4223
H 1.0483 -0.4895 4.3399
H 0.9441 0.7894 3.2961
H -0.9601 1.7242 4.6668
H -0.8210 0.4620 5.8251
```

Summary:
Spin multiplicity: 1
HOMO level: -12.1 eV
E_LUMO: -8.2 eV
Frontier orbital gap: 0.142 Eh
E: -21507.887139 hartree
Total charge: +2

Quick look at the Löwdin charges, all values in e: 0.922, 0.887, 0.818, -0.328, -0.469, 0.052, 0.044, 0.060, 0.493, -0.659, -0.594, 0.561, 0.040, 0.048, 0.061, 0.055, 0.606, -0.695, -0.645, 0.556, 0.043, 0.052, 0.045, 0.044, 0.489, -0.606, -0.618, 0.546, 0.052, 0.045, 0.049, 0.047, 0.561, -0.712, -0.671, 0.601, 0.057, 0.037, 0.052, 0.075

***

Q: Which of these has the lowest E?
A: C9H19Br8Na3O

***

Q: Among the records above, which one has the lowest total charge?
A: C26H29IN4O5SY

***

Q: The lowest total charge belongs to which entry?
A: C26H29IN4O5SY

***

Q: The lowest total charge belongs to which entry?
A: C26H29IN4O5SY